# C27H28N8O3

The molecule C27H28N8O3 (wB97M-V/def2-TZVPD, OMol25).

Properties
- SMILES: CN1C(=O)[C@@H](Cc2ccccc2)N(/C=C/[C@H](c2cccc([N+](=O)[O-])c2)n2cnc3c(N)ncnc32)C1(C)C
- HOMO: -8.26 eV
- Multiplicity: 1
- Frontier orbital gap: 7.2 eV

Last column: Löwdin charge in e.
Positions of all 66 atoms, in Å:
C: -1.633 4.967 0.454  -0.006
N: -1.590 3.515 0.490  -0.036
C: -2.743 2.792 0.527  -0.373
O: -3.879 3.222 0.694  0.079
C: -2.360 1.292 0.518  -0.158
C: -3.037 0.521 -0.630  -0.090
C: -4.532 0.427 -0.429  -0.233
C: -5.386 0.837 -1.453  -0.045
C: -6.762 0.823 -1.261  -0.075
C: -7.260 0.363 -0.037  -0.092
C: -6.421 -0.078 0.988  -0.072
C: -5.044 -0.048 0.781  -0.044
N: -0.886 1.354 0.414  -0.011
C: -0.118 0.237 0.415  -0.051
C: 1.241 0.308 0.210  -0.090
C: 2.015 -0.880 0.568  -0.143
C: 3.498 -0.806 0.115  -0.145
C: 4.332 -1.936 0.199  -0.004
C: 5.740 -1.857 0.079  -0.047
C: 6.367 -0.637 -0.154  0.001
C: 5.544 0.507 -0.346  -0.123
N: 6.065 1.852 -0.171  -0.315
O: 7.270 2.116 0.032  0.064
O: 5.211 2.771 -0.223  0.028
C: 4.114 0.373 -0.386  0.071
N: 1.797 -2.186 -0.282  -0.026
C: 2.020 -2.447 -1.572  -0.146
N: 1.752 -3.718 -1.960  0.129
C: 1.306 -4.288 -0.796  -0.196
C: 0.915 -5.595 -0.460  -0.335
N: 0.832 -6.553 -1.409  0.150
N: 0.612 -5.878 0.831  0.105
C: 0.652 -4.888 1.749  -0.177
N: 0.998 -3.559 1.570  0.113
C: 1.311 -3.353 0.298  -0.272
C: -0.354 2.741 0.354  -0.444
C: 0.308 3.055 -1.011  0.002
C: 0.635 3.039 1.520  0.008
H: -2.682 5.276 0.520  0.096
H: -1.063 5.355 1.307  0.094
H: -1.192 5.317 -0.486  0.088
H: -2.685 0.808 1.479  0.156
H: -2.812 1.004 -1.594  0.125
H: -2.558 -0.472 -0.690  0.120
H: -4.947 1.221 -2.371  0.111
H: -7.421 1.186 -2.054  0.105
H: -8.328 0.339 0.109  0.094
H: -6.820 -0.410 1.951  0.106
H: -4.364 -0.353 1.573  0.107
H: -0.625 -0.728 0.548  0.145
H: 1.767 1.244 -0.057  0.058
H: 1.594 -1.420 1.573  0.184
H: 3.875 -2.911 0.393  0.126
H: 6.318 -2.780 0.075  0.112
H: 7.456 -0.520 -0.137  0.122
H: 3.589 1.304 -0.629  0.103
H: 2.385 -1.688 -2.206  0.125
H: 1.058 -6.383 -2.383  0.106
H: 0.498 -7.495 -1.229  0.109
H: 0.376 -5.133 2.765  0.096
H: -0.389 2.886 -1.847  0.101
H: 0.614 4.109 -1.006  0.082
H: 1.224 2.481 -1.185  0.064
H: 0.086 2.994 2.474  0.100
H: 1.469 2.315 1.514  0.073
H: 1.046 4.052 1.367  0.089

Atomic forces in eV per Å
C 0.3580 -0.2404 0.0701
N -0.4880 -0.1668 -0.2370
C -0.5194 -0.5777 1.2123
O 1.1502 -0.2203 -0.5810
C 0.2585 0.2568 0.1060
C 0.3940 0.0077 -0.1513
C 0.2103 -0.2167 -0.0908
C 0.0705 0.1036 0.3880
C 0.2085 -0.1768 0.3234
C -0.1399 -0.0325 -0.1486
C 0.2276 0.1723 -0.3015
C -0.2887 0.1673 -0.2324
N -1.1945 0.0520 0.0000
C 1.6564 1.4071 -0.5779
C -1.4922 -0.2199 0.1968
C 0.6057 -3.6921 -1.2121
C 1.5663 1.6061 0.8806
C 1.0018 0.0651 0.4941
C -1.0391 -0.0926 -0.8079
C -0.3536 1.4288 0.1367
C -0.6570 -2.2817 0.6091
N 0.4862 3.2068 -0.5086
O -2.2131 -1.5997 -0.4084
O 1.3499 -1.5193 0.0876
C 0.7445 0.2220 1.3676
N -2.6479 -0.0689 1.5592
C -0.6705 -2.3414 -1.0963
N 0.3093 2.0845 0.7808
C 0.0041 0.6206 1.7658
C -0.1023 0.1962 0.2745
N -0.1191 -0.9562 -0.5362
N 0.0167 0.8575 0.0607
C 0.4947 1.4415 -1.0283
N -0.6231 -2.3192 0.0641
C 0.5101 -0.4178 -2.1395
C 0.2110 -0.3331 -0.1880
C 0.0268 0.2315 0.1008
C -0.3716 0.0637 -0.3948
H 0.3184 -0.1221 0.0145
H -0.1836 0.1658 -0.2331
H -0.1359 0.1569 0.2245
H 0.4227 0.6599 -0.6613
H -0.0666 -0.0112 0.2983
H -0.3020 0.1878 0.0915
H -0.1500 -0.0742 0.0763
H 0.1022 -0.2057 0.3589
H -0.1568 0.0438 0.0771
H 0.0471 0.0832 -0.4349
H -0.1798 -0.0494 -0.1072
H 0.1764 0.4625 0.2370
H -0.6207 -1.2509 0.4200
H 2.1869 1.7448 -1.6297
H 0.3571 0.3534 0.1422
H -0.1051 0.2991 0.2822
H -0.5233 -0.0666 0.0063
H 0.0828 -0.6092 0.4189
H 0.3548 0.5605 -0.7457
H 0.0049 0.4445 0.5863
H 0.1492 0.5965 0.4530
H 0.0016 -0.2281 -0.0255
H 0.1790 -0.0001 0.3282
H -0.1323 -0.1850 -0.0984
H -0.4205 0.1816 -0.0321
H 0.3080 -0.0097 -0.3066
H -0.5342 0.5533 0.2107
H -0.1215 -0.3996 0.2104

=====

# C27H29CeIN5O6S

A structure of composition C27H29CeIN5O6S (wB97M-V/def2-TZVPD, OMol25).

Properties
- Energy above the lowest of the compared OMol25 structures with the same formula, charge and spin: 0.0 kcal/mol
- HOMO (alpha / beta): -10.07 / -10.07 eV
- Multiplicity: 1
- Total charge: +1
- Frontier orbital gap (alpha / beta): 5.2 / 5.2 eV

Last column: Löwdin charge in e.
Positions of all 70 atoms, in Å:
Ce: 11.952 7.771 15.908  1.228
C: 15.363 6.317 14.761  -0.102
O: 14.645 7.494 15.032  -0.334
C: 15.543 8.521 15.516  -0.138
C: 14.748 9.841 15.391  -0.037
O: 13.497 9.799 16.210  -0.254
C: 13.607 10.271 17.536  -0.164
C: 12.179 10.409 18.086  -0.127
O: 11.444 9.206 17.807  -0.351
C: 10.107 9.343 18.331  -0.040
H: 15.928 6.426 13.851  0.099
H: 16.054 5.973 15.555  0.105
H: 14.573 5.542 14.600  0.107
H: 15.861 8.287 16.497  0.103
H: 16.348 8.653 14.858  0.126
H: 15.324 10.671 15.710  0.127
H: 14.355 9.945 14.395  0.136
H: 14.194 9.635 18.177  0.119
H: 14.043 11.242 17.467  0.133
H: 12.122 10.665 19.159  0.151
H: 11.669 11.277 17.571  0.160
H: 9.628 10.208 17.829  0.118
H: 9.570 8.431 18.037  0.092
H: 10.101 9.492 19.407  0.108
S: 13.851 6.662 17.640  0.773
C: 12.823 5.791 18.799  -0.660
N: 13.227 5.475 20.002  0.082
N: 14.424 5.860 20.367  0.005
C: 14.819 5.805 21.718  -0.236
C: 16.087 6.279 22.021  -0.047
C: 16.611 6.180 23.272  -0.092
C: 15.818 5.675 24.278  -0.083
C: 14.501 5.296 23.983  -0.058
C: 13.966 5.328 22.685  -0.014
N: 11.566 5.327 18.408  0.050
N: 11.085 5.687 17.347  -0.033
C: 9.812 5.079 17.089  -0.251
C: 9.350 5.070 15.793  -0.024
C: 8.103 4.475 15.522  -0.046
C: 7.311 4.071 16.562  -0.076
C: 7.792 4.135 17.852  -0.065
C: 9.039 4.649 18.132  -0.025
H: 14.839 6.507 19.757  0.043
H: 16.653 6.691 21.149  0.129
H: 17.654 6.437 23.505  0.120
H: 16.163 5.433 25.255  0.098
H: 13.822 4.944 24.759  0.109
H: 12.982 5.042 22.565  0.084
H: 9.931 5.383 14.985  0.076
H: 7.716 4.554 14.498  0.122
H: 6.281 3.844 16.389  0.108
H: 7.121 4.010 18.687  0.112
H: 9.305 4.755 19.185  0.121
O: 8.171 8.002 13.923  0.209
C: 9.042 8.145 14.667  -0.376
N: 9.918 8.286 15.507  -0.032
I: 16.164 6.068 8.418  0.920
C: 14.581 6.189 9.757  -0.732
C: 14.243 5.153 10.586  -0.130
C: 13.440 5.406 11.690  -0.013
C: 13.031 6.668 11.990  -0.139
C: 13.250 7.704 11.076  -0.002
C: 14.012 7.461 9.963  -0.137
C: 12.448 7.039 13.307  -0.549
O: 12.329 8.294 13.577  -0.084
O: 12.123 6.141 14.139  -0.072
H: 14.630 4.166 10.365  0.105
H: 13.273 4.595 12.370  0.125
H: 12.841 8.683 11.232  0.122
H: 14.184 8.202 9.181  0.098

Atomic forces in eV per Å
Ce 1.7448 -1.1024 -0.5057
C -0.8026 -1.9825 -0.0813
O 0.7744 1.2595 0.7304
C -3.1000 1.0423 -0.9073
C -1.1561 -1.7977 1.1447
O 0.4129 -0.9055 -0.9654
C -1.1163 0.1431 0.5596
C -0.0244 1.2350 -0.7587
O 0.0546 0.6588 0.7265
C -0.7389 -0.0885 -0.9168
H 0.2890 0.1453 -0.5119
H -0.5382 0.4361 -0.0595
H 0.8876 0.4095 0.1579
H 0.4018 -0.1768 1.1472
H 1.4538 -0.1824 -0.9708
H 0.5142 0.9312 0.2046
H 0.1681 0.1097 -0.4471
H 0.3483 -0.4869 0.0451
H 0.3979 0.8846 0.3607
H 0.3822 -0.4632 -0.3169
H 0.3714 -0.9422 0.2462
H 0.1732 -0.4579 0.2897
H 0.0936 0.3535 0.3334
H 0.2478 -0.1324 0.0721
S -0.7914 0.1416 -0.1846
C 0.2549 0.2627 -0.2385
N -0.7893 -0.2506 -0.6200
N -1.2979 -0.6547 0.5529
C -0.3792 0.1375 -0.5218
C 0.4477 0.4670 -2.2957
C 1.0609 0.0468 0.9913
C -1.5446 -0.8536 -0.2622
C -0.3240 -0.0993 -0.2220
C 2.4238 0.6837 1.9402
N 1.5044 -0.6981 2.6324
N -0.1881 0.9844 -1.6746
C 0.6932 0.8565 -0.2595
C -1.5111 -1.6581 0.3665
C 0.7108 1.4103 -0.8358
C -0.2796 -0.0176 0.0297
C -0.3490 0.6593 0.6260
C -0.8384 -0.5505 1.0686
H 1.2013 1.0365 -0.8758
H -0.2207 -0.4038 1.0093
H -0.5376 0.0623 -0.3409
H 0.4732 0.3262 0.6129
H 0.4211 0.0234 0.0259
H -1.7370 -0.5664 -0.7339
H 1.0100 0.5906 -1.0489
H 0.1676 -0.3493 0.4560
H -0.3963 -0.4587 -0.1030
H -0.1038 -0.5105 0.0472
H 0.3194 0.0233 -0.5277
O -0.1710 -0.0224 -0.3934
C 0.3383 0.0474 0.8203
N -0.5953 0.0586 -0.5265
I -0.1369 -0.2414 -0.2388
C 0.0194 1.1155 0.1909
C 0.0462 -0.4279 -0.2854
C 0.6915 -1.1143 0.0742
C -0.5262 1.4953 0.3937
C 0.1718 -0.1999 -0.2830
C 0.3054 -0.3113 -0.9646
C 0.0668 0.5359 -1.2202
O -0.2530 -1.1047 1.0014
O -0.1191 0.6004 0.8809
H -0.0463 -0.0331 0.2871
H -0.2882 -0.2481 0.3409
H -0.1098 0.2429 0.2097
H -0.0332 0.0762 0.5224

=====

# C27H29GeNO4SSe2W

A structure of composition C27H29GeNO4SSe2W (wB97M-V/def2-TZVPD, OMol25).

Properties
- Energy above the lowest of the compared OMol25 structures with the same formula, charge and spin: 34.8 kcal/mol
- HOMO (alpha / beta): -8.00 / -8.00 eV
- Multiplicity: 1
- Frontier orbital gap (alpha / beta): 5.9 / 5.9 eV

Last column: Löwdin charge in e.
Positions of all 66 atoms, in Å:
W: -1.143 0.428 0.700  1.042
O: 0.553 2.065 4.011  -0.116
C: 0.867 3.386 3.614  -0.229
C: 0.945 3.551 2.077  -0.542
C: 1.632 4.925 1.875  -0.224
O: 1.761 5.313 0.523  -0.033
C: 1.859 2.502 1.465  -0.357
Se: 1.163 0.566 1.263  0.742
C: -0.413 3.644 1.347  -0.470
Se: -1.947 2.486 1.893  0.710
H: 0.664 2.000 4.965  0.100
H: 1.846 3.642 4.036  0.128
H: 0.123 4.093 4.001  0.133
H: 2.607 4.909 2.379  0.130
H: 1.018 5.699 2.340  0.136
H: 2.416 4.760 0.089  0.083
H: 2.768 2.379 2.050  0.078
H: 2.099 2.718 0.425  0.049
H: -0.278 3.443 0.287  0.037
H: -0.806 4.654 1.443  0.066
O: -4.426 -1.705 0.063  0.137
C: -3.671 -0.887 -0.384  -0.555
O: -2.949 -0.063 0.386  -0.282
C: -3.394 -0.713 -1.870  -0.165
C: -2.123 -1.465 -2.280  -0.256
Ge: -0.398 -0.959 -1.323  0.907
C: -1.181 -1.470 1.664  -0.347
C: -1.586 -2.763 1.346  -0.102
C: -2.334 -3.518 2.234  -0.057
C: -2.732 -2.982 3.451  -0.065
C: -2.340 -1.699 3.796  -0.063
C: -1.565 -0.949 2.918  -0.185
C: 0.520 -2.721 -1.238  -0.340
C: 0.309 -3.656 -2.249  -0.134
C: 1.019 -4.849 -2.276  -0.085
C: 1.947 -5.122 -1.282  -0.092
C: 2.169 -4.199 -0.270  -0.081
C: 1.461 -3.006 -0.250  -0.117
C: 0.986 -0.025 -2.476  -0.269
C: 1.764 -0.768 -3.365  -0.104
C: 2.821 -0.193 -4.056  -0.087
C: 3.129 1.146 -3.880  -0.096
C: 2.381 1.899 -2.990  -0.090
C: 1.336 1.313 -2.288  -0.152
H: -3.319 0.347 -2.100  0.078
H: -4.253 -1.125 -2.399  0.123
H: -1.978 -1.377 -3.357  0.074
H: -2.274 -2.525 -2.061  0.065
H: -1.309 -3.195 0.392  0.087
H: -2.643 -4.514 1.945  0.112
H: -3.338 -3.569 4.128  0.107
H: -2.628 -1.273 4.748  0.110
H: -1.186 0.009 3.275  0.049
H: -0.408 -3.441 -3.035  0.096
H: 0.847 -5.563 -3.071  0.102
H: 2.493 -6.057 -1.289  0.100
H: 2.904 -4.406 0.499  0.102
H: 1.634 -2.285 0.542  0.063
H: 1.558 -1.821 -3.507  0.086
H: 3.423 -0.799 -4.723  0.102
H: 3.950 1.599 -4.422  0.100
H: 2.617 2.946 -2.835  0.099
H: 0.795 1.921 -1.581  0.045
S: -2.543 3.314 -2.733  0.694
C: -1.871 2.360 -1.681  -0.936
N: -1.344 1.644 -0.897  -0.240

Atomic forces in eV per Å
W -2.2429 0.1951 1.7492
O -0.0389 -0.2329 -0.1464
C -0.0521 0.1608 -0.1974
C -0.3154 -0.4087 0.3016
C 0.1736 -0.0919 -0.0878
O -0.1012 0.0311 0.0118
C -0.6975 -0.8370 -0.0699
Se 1.4407 0.8134 0.5112
C -0.4157 0.1379 0.1734
Se 1.1553 0.5623 0.1007
H -0.0242 0.0194 -0.0800
H -0.0021 0.2068 -0.0851
H 0.0036 0.0128 -0.0260
H -0.0172 0.0588 -0.0487
H 0.0197 -0.0404 0.0748
H 0.0687 0.0087 -0.0045
H 0.0161 -0.1352 -0.0404
H 0.0736 0.0965 0.0098
H 0.0623 0.1688 -0.0231
H 0.0588 0.0288 -0.0087
O 0.1356 0.2817 0.1737
C -0.5357 -0.6267 -0.8510
O -0.1845 -0.1624 0.0850
C -0.0385 -0.0358 0.1738
C 0.2558 0.2071 0.2988
Ge 0.7369 -0.6231 -1.7809
C -0.2353 -0.1417 -0.0828
C 0.2718 0.0066 -0.1962
C -0.0310 0.0412 -0.0367
C 0.0249 0.0058 -0.0075
C -0.1529 -0.0237 -0.0499
C 0.7166 0.0360 -0.1819
C -0.1575 0.2874 0.3451
C -0.0357 0.0784 0.0719
C -0.0014 -0.0547 -0.0053
C -0.0061 -0.0625 -0.0017
C 0.0658 0.0498 0.0495
C -0.0387 0.0017 -0.0887
C -0.3297 0.0349 0.4715
C -0.1672 -0.0629 0.0260
C 0.0725 -0.0208 -0.0784
C 0.0032 0.0419 0.0073
C 0.0300 -0.0163 0.0262
C 0.0744 -0.0156 -0.1239
H -0.0148 0.0370 -0.0369
H -0.0093 0.0071 0.0245
H 0.0767 0.0665 0.0085
H 0.0798 -0.0145 -0.0193
H -0.0734 0.0087 0.0218
H -0.0023 -0.0155 0.0503
H 0.0013 0.0243 0.0220
H 0.0606 -0.0241 0.0268
H -0.0883 0.1005 -0.0367
H 0.0012 -0.0941 -0.0150
H 0.0014 -0.0055 0.0082
H 0.0121 0.0128 -0.0320
H -0.0304 -0.0109 0.0165
H 0.0549 -0.0697 0.0282
H 0.0431 0.0111 -0.0389
H -0.0599 -0.0185 -0.0275
H 0.0054 -0.0280 -0.0020
H -0.0254 -0.0090 -0.0013
H -0.0797 0.0678 0.0290
S -0.2414 0.3101 -0.3441
C 0.4182 -0.3788 0.2735
N 0.2317 0.0413 -0.3141